Computed, not measured: a structure of composition C2H4BrClIN at a distorted geometry, with wB97M-V/def2-TZVPD.

Summary:
frontier orbital gap (spin up / spin down) = 7.87 / 7.87 eV
DFT total energy = -3465.09953 hartree
ΔE to the lowest compared entry with this formula, charge and spin = 75.1 kcal per mole
maximum force = 3.9 eV/A

The geometry in ORCA input format:
```
! RIJCOSX wB97M-V def2-TZVPD def2/J DEFGRID3
* xyz 0 1
I -1.77 -1.71 -0.05
Br -1.62 1.79 0.62
Cl 0.89 1.81 -1.08
N -0.18 -0.43 -0.27
C 1.03 -0.58 0.60
C -0.54 0.82 -0.61
H 1.20 0.29 1.34
H 0.82 -1.52 1.25
H 1.99 -0.78 0.04
H -1.81 0.30 -1.83
*
```